# 1
This record from OMol25 describes a 2-piece molecular cluster, C9H14 overall at a distorted geometry. The level of theory is ωB97M-V/def2-TZVPD.

Each line ends with the Mulliken charge.
Cartesian coordinates (Å):
C (0.93, -1.28, -0.54)  -1.389
C (0.96, 0.02, 0.19)  0.945
C (1.92, 0.42, 1.13)  -0.436
C (1.88, 1.62, 1.75)  -0.277
C (0.73, 2.40, 1.73)  -0.455
C (-0.25, 2.14, 0.78)  -0.424
C (-0.12, 1.00, -0.01)  -0.162
H (0.02, -1.87, -0.30)  0.271
H (1.88, -1.78, -0.61)  0.414
H (0.77, -1.13, -1.65)  0.317
H (2.65, -0.30, 1.40)  0.367
H (2.78, 2.13, 2.34)  0.216
H (0.87, 3.36, 2.23)  0.316
H (-1.21, 2.69, 0.78)  0.349
H (-0.96, 0.53, -0.57)  0.028
C (-2.24, -2.75, -2.52)  -0.931
C (-2.57, -1.89, -1.25)  -0.330
H (-3.06, -2.59, -3.22)  0.335
H (-1.41, -2.35, -3.07)  0.308
H (-2.08, -3.73, -2.19)  0.263
H (-1.60, -1.15, -1.20)  -0.367
H (-2.57, -2.39, -0.29)  0.312
H (-3.54, -1.34, -1.27)  0.331

Properties
Kohn-Sham gap = 9.810 eV
Max |F| = 3.81 eV Å⁻¹
SMILES = Cc1ccccc1.CC
HOMO level = -8.830 eV
ΔE to the lowest compared entry with this formula, charge and spin = 182.73 kJ/mol
Lowest unoccupied orbital energy = 0.036 Ha



# 2
This record from OMol25 describes an isolated ion of composition C5H6N and charge +1 at a distorted geometry. The level of theory is ωB97M-V/def2-TZVPD.

Each line ends with the Mulliken charge.
Cartesian coordinates (Å):
C (-1.90, 0.56, 0.09)  0.409
C (-1.10, 1.71, -0.06)  -0.421
C (-0.25, 0.74, 0.14)  0.582
C (-1.58, -1.06, 0.07)  -0.301
C (1.04, 0.15, -0.10)  -1.053
N (-2.80, -0.30, -0.09)  -0.372
H (-1.36, 2.78, -0.31)  0.376
H (-1.25, -1.39, -0.82)  0.401
H (-1.39, -1.56, 1.05)  0.318
H (1.17, -0.21, -1.13)  0.345
H (1.36, -0.73, 0.50)  0.379
H (1.95, 0.81, 0.27)  0.338

Properties
Total charge = +1
Kohn-Sham gap = 10.746 eV
Max |F| = 4.44 eV Å⁻¹
HOMO level = -15.774 eV
ΔE to the lowest compared entry with this formula, charge and spin = 576.42 kJ/mol
Lowest unoccupied orbital energy = -0.185 Ha



# 3
This record from OMol25 describes C39H34BaClN3SSi2 as an isolated structure at a distorted geometry. The level of theory is ωB97M-V/def2-TZVPD.

Each line ends with the Mulliken charge.
Cartesian coordinates (Å):
C (0.80, 0.32, -1.48)  -0.463
C (0.38, -1.04, -1.38)  -1.279
C (-1.05, -1.06, -1.37)  -0.064
H (1.03, -1.91, -1.41)  0.368
C (-1.50, 0.29, -1.45)  -0.480
C (-0.36, 1.13, -1.54)  -0.507
H (-0.39, 2.21, -1.74)  0.439
H (1.82, 0.68, -1.58)  0.473
H (-1.70, -1.94, -1.39)  0.296
H (-2.54, 0.60, -1.54)  0.572
Ba (-0.29, -0.03, 1.37)  1.553
Si (-2.68, -2.79, 2.88)  0.118
C (-1.19, -3.92, 2.43)  0.653
C (-0.78, -4.68, 3.52)  -0.484
H (-1.17, -4.48, 4.53)  0.350
C (0.09, -5.76, 3.32)  -0.523
H (0.34, -6.38, 4.18)  0.428
C (0.57, -6.05, 2.04)  -0.686
H (1.25, -6.89, 1.88)  0.381
C (0.18, -5.27, 0.94)  -0.940
H (0.53, -5.45, -0.07)  0.472
C (-0.68, -4.17, 1.14)  0.154
H (-0.99, -3.60, 0.25)  0.505
C (-3.94, -3.08, 0.82)  2.333
C (-3.70, -4.00, -0.23)  -1.047
H (-3.11, -4.90, -0.09)  0.421
C (-4.41, -3.77, -1.42)  -1.070
H (-4.55, -4.60, -2.11)  0.372
C (-5.02, -2.53, -1.65)  -0.886
H (-5.58, -2.37, -2.56)  0.444
C (-4.97, -1.50, -0.69)  -0.554
H (-5.40, -0.51, -0.90)  0.398
C (-4.45, -1.76, 0.57)  -0.395
H (-4.46, -0.98, 1.34)  0.385
H (-2.31, -1.93, 1.69)  -0.496
Si (-4.41, -4.23, 2.19)  -0.376
C (-6.25, -4.37, 2.01)  0.422
C (-6.82, -5.63, 1.72)  -0.523
H (-6.40, -6.55, 2.13)  0.379
C (-7.94, -5.70, 0.87)  -0.564
H (-8.37, -6.68, 0.60)  0.374
C (-8.51, -4.52, 0.38)  -0.449
H (-9.34, -4.57, -0.32)  0.360
C (-8.05, -3.26, 0.82)  -0.435
H (-8.54, -2.32, 0.48)  0.365
C (-6.98, -3.20, 1.71)  -0.516
H (-6.67, -2.25, 2.13)  0.411
C (-3.80, -5.93, 2.79)  0.757
C (-3.36, -6.91, 1.90)  -0.033
H (-3.38, -6.73, 0.83)  0.366
C (-2.91, -8.15, 2.37)  -0.805
H (-2.54, -8.90, 1.67)  0.382
C (-2.93, -8.44, 3.74)  -0.444
H (-2.53, -9.38, 4.11)  0.337
C (-3.39, -7.47, 4.65)  -0.600
H (-3.38, -7.67, 5.72)  0.380
C (-3.83, -6.24, 4.17)  -0.547
H (-4.21, -5.50, 4.88)  0.414
H (-3.25, -2.62, 4.21)  -0.269
Cl (-1.52, -0.97, 3.92)  -0.550
N (1.36, 4.47, 0.90)  -0.021
C (2.68, 4.01, 0.87)  0.459
C (3.84, 4.66, 0.47)  -0.869
C (4.99, 3.87, 0.28)  -0.402
C (4.93, 2.47, 0.47)  -0.618
C (3.74, 1.82, 0.84)  -0.554
C (2.60, 2.61, 1.04)  0.357
N (1.27, 2.24, 1.20)  0.121
C (0.54, 3.37, 1.04)  0.134
C (-0.90, 3.45, 0.92)  -0.323
C (-1.61, 4.50, 0.35)  -0.408
S (-3.25, 4.06, 0.04)  -0.116
C (-2.92, 2.48, 0.71)  -0.141
N (-1.67, 2.30, 1.14)  -0.033
H (1.06, 5.41, 0.75)  0.198
H (3.84, 5.75, 0.32)  0.347
H (5.94, 4.33, 0.00)  0.365
H (5.84, 1.87, 0.29)  0.356
H (3.67, 0.73, 0.96)  0.356
H (-1.20, 5.48, 0.12)  0.351
H (-3.69, 1.71, 0.76)  0.365

Properties
Kohn-Sham gap = 4.556 eV
Max |F| = 3.66 eV Å⁻¹
HOMO level = -5.384 eV
Lowest unoccupied orbital energy = -0.030 Ha